# 1
97
Properties=species:S:1:pos:R:3 method="wB97M-V/def2-TZVPD" gap_ev="8.84 / 6.15" total_charge=+2 s_squared=2.0080 spin_multiplicity=3 relative_energy_kj_mol=37.13
Au -0.810 0.563 0.554
C -4.873 -1.057 2.425
P -3.633 -0.179 1.415
C -4.438 -0.052 -0.204
C -3.738 1.520 2.160
C -4.896 2.283 2.088
C -4.943 3.519 2.719
C -3.843 3.995 3.416
C -2.676 3.247 3.479
C -2.625 2.002 2.862
P -1.123 0.999 2.777
C -1.341 -0.397 3.926
C 0.200 1.948 3.575
H -5.694 -0.361 2.599
H -4.479 -1.374 3.389
H -5.228 -1.926 1.875
H -5.458 0.311 -0.073
H -4.476 -1.052 -0.630
H -3.884 0.613 -0.864
H -5.759 1.933 1.537
H -5.845 4.112 2.659
H -3.890 4.957 3.906
H -1.814 3.638 4.002
H -1.574 -0.013 4.920
H -0.414 -0.970 3.963
H -2.148 -1.042 3.586
H -0.032 2.114 4.627
H 0.344 2.897 3.059
H 1.125 1.374 3.506
O -2.863 -2.107 0.809
S -1.620 -2.910 1.202
C -2.190 -4.602 1.343
C -1.613 -5.379 2.336
C -1.999 -6.706 2.454
C -2.959 -7.222 1.596
C -3.538 -6.422 0.617
C -3.148 -5.101 0.476
C -0.689 -3.129 -0.317
C -1.217 -2.747 -1.538
C -0.466 -2.965 -2.691
C 0.780 -3.571 -2.606
C 1.296 -3.941 -1.373
C 0.565 -3.710 -0.217
H -0.883 -4.947 3.010
H -1.558 -7.327 3.221
H -3.257 -8.257 1.692
H -4.292 -6.831 -0.041
H -3.594 -4.468 -0.280
H -2.205 -2.310 -1.599
H -0.871 -2.683 -3.654
H 1.347 -3.757 -3.508
H 2.264 -4.420 -1.305
H 0.954 -4.019 0.747
C 4.242 -1.522 -0.353
C 3.657 -0.157 -0.020
C 3.112 -0.129 1.405
C 4.686 0.949 -0.213
O 2.528 0.030 -0.907
Si 1.831 1.311 -1.575
S -0.247 0.525 -1.716
O 1.675 2.519 -0.522
C 1.623 3.962 -0.637
C 1.335 4.478 0.767
C 2.967 4.484 -1.133
C 0.509 4.351 -1.604
O 2.254 1.825 -3.019
C 2.761 1.293 -4.269
C 4.282 1.292 -4.200
C 2.266 2.232 -5.359
C 2.232 -0.120 -4.475
H 5.136 -1.701 0.243
H 4.509 -1.571 -1.409
H 3.511 -2.302 -0.140
H 3.911 -0.309 2.123
H 2.346 -0.900 1.525
H 2.668 0.850 1.600
H 5.519 0.812 0.475
H 4.229 1.920 -0.020
H 5.073 0.946 -1.232
H 2.077 4.082 1.462
H 0.337 4.171 1.090
H 1.388 5.565 0.786
H 3.754 4.231 -0.420
H 2.923 5.568 -1.233
H 3.215 4.050 -2.100
H -0.455 3.981 -1.244
H 0.707 3.919 -2.586
H 0.455 5.434 -1.699
H 4.657 2.295 -3.993
H 4.689 0.955 -5.153
H 4.623 0.619 -3.412
H 2.668 3.234 -5.209
H 1.177 2.290 -5.341
H 2.587 1.872 -6.335
H 2.605 -0.776 -3.685
H 2.559 -0.511 -5.437
H 1.140 -0.120 -4.452

***

# 2
102
Properties=species:S:1:pos:R:3 method="wB97M-V/def2-TZVPD" gap_ev=7.45 total_charge=+1
C -2.458 1.629 1.963
C -1.094 1.284 2.572
I 0.197 2.999 2.660
C -0.387 0.073 1.982
C 0.175 0.147 0.586
C -0.124 1.228 -0.238
N 0.437 1.336 -1.426
C 0.146 2.480 -2.320
C 1.392 2.950 -3.071
C 1.488 2.380 -4.500
C 2.909 2.033 -4.874
F 3.457 1.158 -3.989
F 3.685 3.148 -4.847
C 3.055 1.401 -6.285
F 3.020 2.359 -7.229
F 2.031 0.545 -6.513
F 4.209 0.723 -6.394
N 1.269 0.454 -1.927
C 1.558 -0.616 -1.221
C 2.523 -1.531 -1.916
C 1.982 -2.184 -3.212
C 0.464 -2.136 -3.420
S -0.014 -3.304 -4.726
C 1.015 -0.818 0.074
C 1.367 -2.020 0.906
I 0.795 -3.846 -0.038
C 2.832 -2.123 1.439
C 2.832 -2.516 2.927
I 3.970 -0.323 1.196
H -3.121 2.011 2.741
H -2.417 2.412 1.204
H -2.919 0.731 1.545
H -1.245 1.048 3.624
H -1.109 -0.754 1.997
H 0.423 -0.218 2.655
H -0.785 2.029 0.057
H -0.210 3.289 -1.684
H -0.644 2.155 -2.998
H 2.283 2.684 -2.504
H 1.323 4.037 -3.113
H 1.129 3.110 -5.228
H 0.887 1.477 -4.605
H 3.370 -0.896 -2.194
H 2.910 -2.279 -1.228
H 2.315 -3.222 -3.245
H 2.437 -1.676 -4.067
H 0.163 -1.136 -3.738
H -0.079 -2.369 -2.504
H -1.100 -3.789 -4.119
H 0.717 -2.031 1.776
H 3.354 -2.903 0.887
H 3.689 -3.149 3.149
H 2.899 -1.644 3.581
H 1.911 -3.045 3.183
C 4.052 6.290 -1.056
C 3.189 7.515 -0.782
C 1.908 7.178 -0.006
C 1.061 6.240 -0.740
N 0.408 5.495 -1.314
H 3.527 5.565 -1.681
H 4.966 6.572 -1.577
H 4.337 5.793 -0.126
H 2.919 7.999 -1.722
H 3.750 8.245 -0.199
H 1.321 8.076 0.190
H 2.152 6.724 0.957
C -5.187 -1.167 3.911
C -5.274 -2.680 3.769
C -4.003 -3.399 4.236
C -2.829 -2.995 3.465
N -1.915 -2.677 2.853
H -4.390 -0.760 3.284
H -6.121 -0.694 3.609
H -4.994 -0.882 4.946
H -5.477 -2.945 2.729
H -6.102 -3.056 4.367
H -4.107 -4.481 4.142
H -3.805 -3.176 5.286
C 6.834 -1.786 -1.694
C 7.169 -3.065 -2.447
C 5.929 -3.741 -3.045
C 4.960 -4.124 -2.017
N 4.204 -4.424 -1.210
H 6.182 -1.987 -0.843
H 7.739 -1.314 -1.312
H 6.330 -1.065 -2.343
H 7.673 -3.768 -1.783
H 7.858 -2.848 -3.264
H 6.203 -4.642 -3.595
H 5.427 -3.068 -3.745
C -10.548 -0.633 4.579
C -9.715 -1.656 3.819
C -9.060 -2.693 4.741
C -8.152 -2.071 5.705
N -7.445 -1.571 6.455
H -9.932 -0.054 5.268
H -11.023 0.065 3.890
H -11.335 -1.119 5.158
H -8.938 -1.149 3.242
H -10.342 -2.191 3.104
H -8.492 -3.421 4.159
H -9.821 -3.240 5.300